Formula: C4H6N4
Source: the OMol25 dataset
Level of theory: ωB97M-V with the def2-TZVPD basis set

Properties
E_HOMO = -9.23 eV
LUMO level = 0.9 eV
net charge = 0
structure (SMILES) = [H]/N=C/Nn1cccn1
ΔE to the lowest compared entry with this formula, charge and spin = 144.2 kcal/mol

```
14
C4H6N4 ωB97M-V with the def2-TZVPD basis set
C 2.179 0.021 -0.498
C -0.951 1.142 0.053
C -2.325 0.756 -0.236
C -2.371 -0.773 -0.121
H 4.114 -0.156 -0.497
H 1.812 0.015 -1.538
H 1.312 0.281 1.673
H -0.426 2.107 0.226
H -3.267 1.541 -0.209
H -3.458 -1.445 0.165
N 3.201 -0.188 0.084
N 1.083 0.233 0.442
N -0.258 -0.133 0.101
N -1.067 -1.228 0.086
```

***

Formula: C4H6N4
Source: the OMol25 dataset
Level of theory: ωB97M-V with the def2-TZVPD basis set

Properties
E_HOMO = -8.70 eV
LUMO level = 0.2 eV
net charge = 0
structure (SMILES) = C=CC1=NN=CNN1
ΔE to the lowest compared entry with this formula, charge and spin = 110.3 kcal/mol

```
14
C4H6N4 ωB97M-V with the def2-TZVPD basis set
C 2.509 -0.546 0.046
C 1.664 0.509 0.026
C 0.217 0.090 -0.261
C -2.323 -0.497 0.085
H 3.680 -0.479 0.283
H 2.253 -1.592 0.037
H 1.929 1.565 0.240
H -3.311 -0.805 -0.196
H -1.814 0.838 1.293
H -0.645 1.596 -1.261
N -0.160 -1.176 0.007
N -1.460 -1.410 -0.231
N -1.917 0.832 0.244
N -0.622 1.074 -0.312
```

***

Formula: C4H6N4
Source: the OMol25 dataset
Level of theory: ωB97M-V with the def2-TZVPD basis set

Properties
E_HOMO = -9.48 eV
LUMO level = 0.6 eV
net charge = 0
structure (SMILES) = CN1Cc2[nH]nnc21
ΔE to the lowest compared entry with this formula, charge and spin = 154.8 kcal/mol

```
14
C4H6N4 ωB97M-V with the def2-TZVPD basis set
C -1.817 -0.775 0.284
C -0.415 1.093 -0.480
C 0.846 0.620 0.230
C 0.605 -0.721 -0.122
H -2.800 -0.830 -0.159
H -1.759 0.152 1.137
H -1.572 -1.907 0.711
H -1.212 1.482 0.357
H -0.638 1.533 -1.399
H 2.981 1.177 0.679
N -0.791 -0.354 -0.730
N 2.218 0.580 0.008
N 2.683 -0.606 -0.131
N 1.669 -1.444 -0.385
```

***

Formula: C4H6N4
Source: the OMol25 dataset
Level of theory: ωB97M-V with the def2-TZVPD basis set

Properties
E_HOMO = -9.06 eV
LUMO level = 0.1 eV
net charge = 0
structure (SMILES) = [H]/N=C(N)\C=C(/N)C#N
ΔE to the lowest compared entry with this formula, charge and spin = 27.3 kcal/mol

```
14
C4H6N4 ωB97M-V with the def2-TZVPD basis set
C 1.284 -0.229 -0.174
C -0.055 -0.722 -0.257
C -1.140 0.062 0.031
C -2.450 -0.500 -0.100
H 1.995 -1.706 1.053
H 3.159 -0.751 0.372
H 0.720 1.291 -1.102
H -0.339 -1.698 -0.624
H -0.279 1.934 0.464
H -2.000 1.945 0.415
N 2.228 -1.095 0.276
N 1.571 0.957 -0.585
N -1.152 1.430 0.415
N -3.541 -0.919 -0.186
```

***

Formula: C4H6N4
Source: the OMol25 dataset
Level of theory: ωB97M-V with the def2-TZVPD basis set

Properties
E_HOMO = -7.97 eV
LUMO level = 0.3 eV
net charge = 0
ΔE to the lowest compared entry with this formula, charge and spin = 99.5 kcal/mol

```
14
C4H6N4 ωB97M-V with the def2-TZVPD basis set
C -0.577 -0.199 -0.039
C -0.029 1.125 0.009
C 1.310 1.259 -0.041
C 0.467 -1.244 0.043
H -2.856 0.903 0.784
H -3.698 -0.153 -0.206
H -0.720 1.887 -0.026
H 1.712 2.241 -0.045
H 3.296 0.282 -0.629
H 0.017 -2.205 -0.082
N -2.824 0.332 -0.113
N -1.792 -0.672 0.044
N 2.215 0.167 0.152
N 1.719 -1.056 -0.030
```

***

Formula: C4H6N4
Source: the OMol25 dataset
Level of theory: ωB97M-V with the def2-TZVPD basis set

Properties
E_HOMO = -8.90 eV
LUMO level = -0.5 eV
net charge = 0
ΔE to the lowest compared entry with this formula, charge and spin = 178.9 kcal/mol

```
14
C4H6N4 ωB97M-V with the def2-TZVPD basis set
C -1.074 0.503 -0.075
C 1.304 1.028 0.091
C 2.552 0.369 -0.063
C 2.134 -0.890 -0.176
H -3.826 -0.581 0.982
H -3.616 1.327 -0.741
H -1.361 1.560 -0.216
H 1.128 2.168 0.096
H 3.459 0.816 0.195
H 2.746 -1.738 -0.321
N -3.266 -0.210 -0.214
N -1.916 -0.406 0.196
N 0.366 0.258 0.176
N 0.812 -1.016 0.034
```

***

Formula: C4H6N4
Source: the OMol25 dataset
Level of theory: ωB97M-V with the def2-TZVPD basis set

Properties
E_HOMO = -9.57 eV
LUMO level = 0.9 eV
net charge = 0
structure (SMILES) = [H]/N=C\N1C=NC/C1=N/[H]
ΔE to the lowest compared entry with this formula, charge and spin = 40.9 kcal/mol

```
14
C4H6N4 ωB97M-V with the def2-TZVPD basis set
C 0.601 -0.576 -1.635
C -0.123 1.511 -0.499
C -0.588 0.929 1.531
C -0.228 -0.362 0.842
H 1.421 -2.064 -0.703
H 0.155 -0.143 -2.638
H 0.181 2.037 -1.417
H -1.549 0.829 1.942
H 0.119 1.313 2.269
H -0.315 -2.335 0.581
N 1.118 -1.728 -1.648
N 0.301 0.128 -0.459
N -0.573 1.994 0.533
N -0.521 -1.533 1.299
```

***

Formula: C4H6N4
Source: the OMol25 dataset
Level of theory: ωB97M-V with the def2-TZVPD basis set

Properties
E_HOMO = -9.46 eV
LUMO level = -0.2 eV
net charge = 0
structure (SMILES) = C=N/N=C\C=N/N=C
ΔE to the lowest compared entry with this formula, charge and spin = 155.8 kcal/mol

```
14
C4H6N4 ωB97M-V with the def2-TZVPD basis set
C -1.247 -2.919 0.588
C 0.199 -0.030 0.743
C -0.598 1.040 0.093
C 1.607 1.988 -1.453
H -2.364 -3.250 0.441
H -0.339 -3.350 0.230
H 1.262 0.261 0.797
H -1.779 1.120 0.432
H 0.772 1.409 -2.182
H 2.755 1.898 -1.765
N -1.370 -1.637 1.105
N -0.040 -1.083 1.418
N -0.165 2.172 -0.230
N 1.309 2.382 -0.218
```

***

Formula: C4H6N4O
Source: the OMol25 dataset
Level of theory: ωB97M-V with the def2-TZVPD basis set

Properties
E_HOMO = -9.25 eV
LUMO level = -0.7 eV
net charge = 0
ΔE to the lowest compared entry with this formula, charge and spin = 107.1 kcal/mol

```
15
C4H6N4O ωB97M-V with the def2-TZVPD basis set
C 0.641 0.949 -0.143
C 0.479 -0.668 -0.204
C 1.659 -1.586 -0.159
C -2.938 -0.334 0.380
H 2.601 0.656 0.336
H 1.897 2.281 0.603
H -0.851 1.465 -1.172
H 1.308 -2.729 0.136
H -3.107 -0.346 1.512
H -3.820 0.133 -0.520
N 1.827 1.317 0.551
N -0.074 1.873 -0.657
N -0.693 -1.221 -0.165
N -1.769 -0.667 -0.309
O 2.841 -1.124 -0.189
```

***

Formula: C4H6N4O
Source: the OMol25 dataset
Level of theory: ωB97M-V with the def2-TZVPD basis set

Properties
E_HOMO = -8.82 eV
LUMO level = 0.6 eV
net charge = 0
structure (SMILES) = Cc1ncnnco[nH]1
ΔE to the lowest compared entry with this formula, charge and spin = 127.8 kcal/mol

```
15
C4H6N4O ωB97M-V with the def2-TZVPD basis set
C 2.229 -0.165 -0.335
C 0.906 0.344 0.083
C -0.766 1.526 0.387
C -2.308 -0.621 0.051
H 3.040 0.640 -0.411
H 2.232 -0.881 -1.223
H 2.583 -0.856 0.378
H -1.277 1.428 1.448
H -3.104 -1.414 0.190
H 0.638 -1.543 -0.042
N 0.612 1.510 0.364
N -1.312 1.153 -0.714
N -2.532 0.474 -0.542
N 0.105 -0.748 -0.224
O -1.045 -0.845 0.592
```